[1]
Below is a single C5H4Cl2N2 molecule at a distorted geometry, with properties calculated with ωB97M-V with the def2-TZVPD basis set.

Computed properties:
- SMILES = C[C@@H](Cl)C(=C=NCl)C#N
- M (g/mol) = 163.007
- highest occupied orbital energy (eV) = -10.0243
- relative energy (zero: lowest compared OMol25 entry of this formula, charge and spin) (eV) = 1.621
- E_LUMO (eV) = -0.75

Last column: Mulliken charge in e.
CARTESIAN COORDINATES (ANGSTROEM)
C -1.597 1.778 1.248  0.11
C -2.529 1.388 -0.665  0.24
C 0.693 3.029 -0.208  -1.32
C -0.058 1.818 -0.743  0.19
C -1.373 1.632 -0.122  0.17
N -1.980 1.943 2.329  -0.43
N -3.539 1.248 -1.279  -0.22
Cl 0.859 0.361 -0.379  -0.16
Cl -4.113 -0.379 -1.403  -0.04
H 0.429 4.111 -0.261  0.33
H 0.900 2.864 0.800  0.37
H 1.619 3.121 -0.825  0.33
H 0.006 1.869 -1.851  0.44

[2]
Below is a 2-piece molecular cluster, C5H4ClN3O2 overall at a distorted geometry, with properties calculated with ωB97M-V with the def2-TZVPD basis set.

Computed properties:
- SMILES = O=[N+]([O-])/N=C1\C=CC=C=N1.Cl
- M (g/mol) = 173.559
- highest occupied orbital energy (eV) = -9.3146
- relative energy (zero: lowest compared OMol25 entry of this formula, charge and spin) (eV) = 1.231
- E_LUMO (eV) = -1.90

Last column: Mulliken charge in e.
CARTESIAN COORDINATES (ANGSTROEM)
C -0.609 0.008 0.255  -0.19
C 0.092 0.715 1.333  -0.72
C 0.066 -0.475 -0.865  -0.18
C 1.328 0.663 0.849  0.58
C 1.478 -0.358 -1.122  0.23
N 2.044 0.273 -0.032  -0.23
N 2.199 -0.948 -1.994  -0.67
N 1.696 -1.749 -3.009  1.13
O 0.509 -2.043 -2.965  -0.61
O 2.414 -2.159 -3.905  -0.59
Cl -0.929 -4.413 -0.538  -0.27
H -1.645 -0.276 0.342  0.41
H -0.430 0.984 2.321  0.34
H -0.564 -0.938 -1.636  0.52
H -0.596 -3.504 -1.447  0.26

[3]
Below is an isolated ion of composition C5H4ClN6O2 and charge -1 at a distorted geometry, with properties calculated with ωB97M-V with the def2-TZVPD basis set.

Computed properties:
- SMILES = [H]/N=C\N1C=NN/C1=C(\Cl)N=C=[N+]([O-])[O-]
- M (g/mol) = 215.580
- total charge = -1
- highest occupied orbital energy (eV) = -3.7825
- relative energy (zero: lowest compared OMol25 entry of this formula, charge and spin) (eV) = 0.265
- E_LUMO (eV) = 3.06

Last column: Mulliken charge in e.
CARTESIAN COORDINATES (ANGSTROEM)
C 2.724 0.475 -0.139  -0.03
C 0.524 1.074 0.041  -0.22
C -0.837 1.093 -0.048  0.57
C 0.963 -1.329 0.066  0.23
C -2.905 -0.151 0.027  -0.33
N 2.644 1.710 0.122  -0.74
N 1.439 -2.509 -0.120  -0.65
N 1.395 2.113 0.317  0.15
N -1.711 0.172 -0.166  -0.28
N 1.395 -0.093 -0.178  -0.02
N -3.597 -1.271 -0.005  0.99
O -4.271 -1.637 -0.978  -0.66
O -3.637 -1.918 1.049  -0.63
Cl -1.447 3.062 -0.213  -0.46
H 3.708 0.007 -0.364  0.34
H 2.446 -2.519 -0.467  0.18
H 1.299 3.125 0.711  0.27
H -0.132 -1.405 0.346  0.29

[4]
Below is a single C5H4F2O molecule at a distorted geometry, with properties calculated with ωB97M-V with the def2-TZVPD basis set.

Computed properties:
- SMILES = O=C1C=CCC1(F)F
- M (g/mol) = 118.082
- highest occupied orbital energy (eV) = -9.9084
- relative energy (zero: lowest compared OMol25 entry of this formula, charge and spin) (eV) = 0.551
- E_LUMO (eV) = -0.43

Last column: Mulliken charge in e.
CARTESIAN COORDINATES (ANGSTROEM)
C 0.357 0.276 -0.546  0.93
C -0.768 1.313 -0.074  -0.72
C -1.253 0.796 1.324  -0.27
C -0.919 -0.492 1.442  -0.39
C 0.086 -0.980 0.462  0.32
H -1.654 1.373 -0.801  0.29
H -0.303 2.397 0.032  0.29
H -1.898 1.466 1.960  0.35
H -1.456 -1.321 2.046  0.30
O 0.491 -2.077 0.090  -0.52
F 0.212 -0.074 -1.799  -0.28
F 1.606 0.877 -0.380  -0.31

[5]
Below is a single C5H4F3N3 molecule at a distorted geometry, with properties calculated with ωB97M-V with the def2-TZVPD basis set.

Computed properties:
- SMILES = Nc1cc(C(F)(F)F)ncn1
- M (g/mol) = 163.102
- highest occupied orbital energy (eV) = -9.7614
- relative energy (zero: lowest compared OMol25 entry of this formula, charge and spin) (eV) = 0.000
- E_LUMO (eV) = 0.19

Last column: Mulliken charge in e.
CARTESIAN COORDINATES (ANGSTROEM)
F 0.859 -0.794 -3.241  -0.25
F 1.900 0.817 -2.128  -0.24
F 2.245 -1.310 -1.626  -0.23
N -1.683 0.037 1.053  -0.56
N -1.113 -0.590 -1.109  -0.58
C -1.972 -0.504 -0.108  -0.20
C -0.421 0.263 1.279  0.62
C 0.205 -0.331 -0.903  0.15
C 0.576 0.103 0.370  -0.28
N -0.115 0.707 2.527  -0.50
C 1.287 -0.409 -1.983  0.80
H -3.027 -0.635 -0.329  0.37
H 1.607 0.301 0.620  0.36
H 0.593 1.434 2.490  0.25
H -0.939 0.912 3.087  0.28

[6]
Below is a single C5H4F4O3 molecule at a distorted geometry, with properties calculated with ωB97M-V with the def2-TZVPD basis set.

Computed properties:
- SMILES = C[C@]1(C(F)F)OC(=O)OC1(F)F
- M (g/mol) = 188.076
- highest occupied orbital energy (eV) = -11.8737
- relative energy (zero: lowest compared OMol25 entry of this formula, charge and spin) (eV) = 0.000
- E_LUMO (eV) = 0.62

Last column: Mulliken charge in e.
CARTESIAN COORDINATES (ANGSTROEM)
C 3.127 0.111 -0.979  0.58
C 1.024 0.271 -0.100  1.00
C 1.986 -0.685 0.752  0.95
C -0.304 -0.446 -0.473  -1.79
C 0.808 1.463 0.855  -0.03
O 3.944 0.004 -1.806  -0.44
O 1.838 0.538 -1.173  -0.43
O 3.198 -0.401 0.269  -0.32
F 1.648 -1.974 0.600  -0.31
F 1.877 -0.437 2.079  -0.29
F -0.001 2.485 0.445  -0.31
F 1.994 2.008 1.140  -0.27
H -0.771 0.093 -1.230  0.49
H -0.943 -0.389 0.302  0.47
H -0.187 -1.507 -0.825  0.33
H 0.337 1.072 1.719  0.39

[7]
Below is C5H4HgO2 as an isolated structure at a distorted geometry, with properties calculated with ωB97M-V with the def2-TZVPD basis set.

Computed properties:
- M (g/mol) = 296.675
- spin multiplicity = 2
- total charge = +1
- highest occupied orbital energy (spin up / spin down) (eV) = -12.9263 / -12.9214
- E_LUMO (spin up / spin down) (eV) = -4.56 / -8.21

Last column: Löwdin spin population.
CARTESIAN COORDINATES (ANGSTROEM)
O 1.636 -0.822 0.350  0.00
C -0.315 -0.994 2.371  0.00
H 1.766 -0.071 0.938  0.00
H -0.635 0.920 0.815  0.00
H -0.177 -1.291 3.400  0.00
C -0.450 -1.335 1.167  0.00
C 0.165 -0.950 -0.094  0.00
H 0.049 -1.642 -0.932  0.00
C -0.510 0.395 -0.269  0.01
C -0.533 1.125 -1.346  0.02
O -0.696 1.745 -2.329  0.22
Hg -0.299 2.919 -4.071  0.75

[8]
Below is a single C5H4INO3 molecule at a distorted geometry, with properties calculated with ωB97M-V with the def2-TZVPD basis set.

Computed properties:
- M (g/mol) = 252.995
- spin multiplicity = 3
- highest occupied orbital energy (spin up / spin down) (eV) = -5.1027 / -9.5164
- relative energy (zero: lowest compared OMol25 entry of this formula, charge and spin) (eV) = 0.000
- E_LUMO (spin up / spin down) (eV) = 0.44 / -2.38

Last column: Löwdin spin population.
CARTESIAN COORDINATES (ANGSTROEM)
C -0.949 0.571 -0.264  0.22
C -0.487 -0.782 -0.090  0.26
C 0.120 1.328 -0.042  0.33
C 0.843 -0.775 0.157  0.38
C 2.569 1.158 0.189  0.22
N 1.330 0.560 0.120  0.05
O 2.788 2.262 0.477  0.19
O 0.232 2.651 -0.202  0.17
O 1.628 -1.798 0.423  0.11
I 4.275 -0.164 -0.089  0.03
H -1.766 0.952 -0.701  0.01
H -1.185 -1.637 -0.072  0.01
H 1.106 2.959 0.034  0.00
H 2.216 -2.149 -0.300  0.02